Entry 1:
Molecular formula: C20H21BrN7O6Y
Method: DFT, the ωB97M-V functional and the def2-TZVPD basis

Atoms and positions in Å:
Y -0.055 -0.216 -0.596
N 1.453 1.087 -2.774
N 1.656 0.148 -3.802
C 1.215 -1.109 -3.650
N 1.330 -1.982 -4.629
N 0.684 -1.334 -2.435
N 0.277 -2.564 -2.012
O 0.158 -3.539 -2.712
O 0.011 -2.543 -0.784
H 0.688 1.702 -3.040
H 2.298 1.632 -2.672
H 1.927 0.472 -4.715
H 1.761 -1.736 -5.505
H 0.940 -2.901 -4.510
O 5.067 0.094 4.317
C 5.409 -0.371 3.035
C 4.182 -0.319 2.174
C 4.253 -0.595 0.812
C 3.104 -0.519 0.065
N 1.903 -0.226 0.590
C 1.823 0.016 1.915
C 2.946 0.001 2.718
C 0.464 0.316 2.461
C 0.236 0.449 3.812
C -1.039 0.766 4.273
C -1.269 0.957 5.754
O -0.365 0.204 6.534
C -2.052 0.928 3.341
C -1.763 0.751 2.006
N -0.537 0.447 1.560
H 5.843 0.089 4.885
H 5.760 -1.408 3.052
H 6.194 0.230 2.569
H 5.195 -0.847 0.337
H 3.130 -0.702 -1.002
H 2.895 0.235 3.771
H 1.021 0.301 4.538
H -2.311 0.759 6.003
H -1.083 2.007 5.982
H -0.728 -0.670 6.710
H -3.062 1.177 3.642
H -2.539 0.850 1.260
Br -1.709 1.429 -4.808
C -3.334 1.006 -3.909
C -4.495 1.197 -4.631
C -5.716 0.829 -4.080
C -5.776 0.242 -2.827
C -4.609 0.040 -2.112
C -3.379 0.441 -2.629
C -2.208 0.272 -1.749
O -1.264 1.140 -1.713
O -2.093 -0.760 -1.004
H -4.450 1.623 -5.625
H -6.625 0.993 -4.647
H -6.728 -0.064 -2.411
H -4.634 -0.426 -1.134

- E (Eh) = -4221.4108
- charge = +2
- gap between HOMO and LUMO (eV) = 7.8
- relative energy (zero: lowest compared OMol25 entry of this formula, charge and spin) (kcal/mol) = 0.0
- spin multiplicity = 1
- HOMO level (eV) = -14.039

Entry 2:
Molecular formula: C30H41N2O2PtTe
Method: DFT, the ωB97M-V functional and the def2-TZVPD basis

Atoms and positions in Å:
Pt -0.126 2.206 -0.481
C 2.926 0.435 6.004
C 2.191 -0.513 5.051
C 3.182 -1.582 4.558
C 1.049 -1.183 5.831
C 1.638 0.200 3.831
C 1.931 1.527 3.527
C 1.408 2.101 2.379
N 0.643 1.431 1.530
C 0.350 0.149 1.786
C 0.821 -0.480 2.926
C -0.493 -0.509 0.769
C -0.638 -1.882 0.652
C -1.444 -2.430 -0.346
C -2.111 -1.537 -1.180
C -1.892 -0.182 -1.037
N -1.100 0.320 -0.098
C -1.567 -3.932 -0.496
C -0.165 -4.560 -0.567
C -2.331 -4.320 -1.765
C -2.319 -4.487 0.723
H 3.287 -0.133 6.860
H 2.263 1.214 6.378
H 3.794 0.895 5.532
H 3.619 -2.100 5.410
H 3.989 -1.121 3.990
H 2.691 -2.321 3.928
H 1.453 -1.666 6.719
H 0.538 -1.944 5.246
H 0.318 -0.442 6.152
H 2.561 2.121 4.168
H 1.627 3.130 2.128
H 0.547 -1.507 3.109
H -0.093 -2.523 1.327
H -2.778 -1.877 -1.952
H -2.366 0.530 -1.703
H 0.447 -4.068 -1.322
H -0.262 -5.610 -0.839
H 0.359 -4.517 0.387
H -1.838 -3.921 -2.652
H -3.364 -3.973 -1.740
H -2.357 -5.404 -1.852
H -1.801 -4.256 1.653
H -2.399 -5.569 0.638
H -3.325 -4.073 0.775
C -2.444 5.100 0.625
Te -2.674 3.323 -0.552
C -2.547 4.289 -2.459
H -1.474 5.548 0.437
H -2.525 4.801 1.667
H -3.244 5.793 0.381
H -3.445 4.873 -2.637
H -2.451 3.518 -3.219
H -1.668 4.925 -2.459
C -0.952 -1.332 -4.731
C -0.263 -0.182 -4.060
C -0.499 1.120 -4.494
C 0.148 2.204 -3.919
C 0.020 3.570 -4.526
C 1.002 1.977 -2.826
C 1.299 0.669 -2.405
C 2.385 0.377 -1.397
C 0.650 -0.389 -3.037
C 1.698 3.199 -2.183
O 2.808 3.520 -2.526
O 0.944 3.792 -1.308
H -0.848 -1.253 -5.811
H -2.019 -1.332 -4.503
H -0.529 -2.282 -4.412
H -1.179 1.288 -5.320
H -0.907 3.673 -5.088
H 0.855 3.725 -5.212
H 0.070 4.351 -3.770
H 3.351 0.334 -1.903
H 2.215 -0.588 -0.919
H 2.467 1.151 -0.631
H 0.889 -1.402 -2.736

- E (Eh) = -1814.9075
- charge = +1
- gap between HOMO and LUMO (spin up / spin down) (eV) = 7.0 / 7.0
- relative energy (zero: lowest compared OMol25 entry of this formula, charge and spin) (kcal/mol) = 34.4
- spin multiplicity = 1
- HOMO level (spin up / spin down) (eV) = -10.702 / -10.702

Entry 3:
Molecular formula: CH4Cl2OSi
Method: DFT, the ωB97M-V functional and the def2-TZVPD basis

Atoms and positions in Å:
C -1.418 -0.116 0.562
O -0.309 -0.865 0.234
Si 1.423 -0.037 -0.615
Cl 2.839 -1.232 0.053
Cl 1.450 1.854 0.190
H -1.380 0.889 0.934
H -2.197 -0.673 1.168
H -1.884 -0.094 -0.420
H 1.476 0.275 -2.105

- E (Eh) = -1325.6667
- gap between HOMO and LUMO (eV) = 10.0
- relative energy (zero: lowest compared OMol25 entry of this formula, charge and spin) (kcal/mol) = 72.5
- spin multiplicity = 1
- SMILES = CO[SiH](Cl)Cl
- HOMO level (eV) = -9.547

Entry 4:
Molecular formula: C3H8N4
Method: DFT, the ωB97M-V functional and the def2-TZVPD basis

Atoms and positions in Å:
C 1.384 2.128 0.243
C 0.515 1.185 0.027
C -0.499 0.360 -0.182
N -1.841 0.724 -0.203
N -0.239 -0.985 -0.485
N -1.091 -1.866 0.178
N 1.263 -1.298 -0.476
H 2.011 2.534 -0.543
H 1.524 2.563 1.227
H -2.044 1.620 0.211
H -2.478 -0.061 -0.182
H -1.009 -2.792 -0.227
H -0.911 -1.912 1.183
H 1.771 -0.876 -1.246
H 1.644 -1.325 0.475

- E (Eh) = -337.9876
- gap between HOMO and LUMO (eV) = 8.4
- relative energy (zero: lowest compared OMol25 entry of this formula, charge and spin) (kcal/mol) = 104.3
- spin multiplicity = 1
- SMILES = C=C=C(N)N(N)N
- HOMO level (eV) = -7.377

Q: What is the formula in the fourth record?
A: C3H8N4

Q: Among the records above, which one has the lowest E?
A: C20H21BrN7O6Y

Q: Number 3 is which compound?
A: CH4Cl2OSi